{"formula": "C3H8NP", "method": "the ωB97M-V functional and the def2-TZVPD basis", "charge": 0, "smiles": "C/N=C(/C)P", "molar_mass_g_mol": 89.078, "e_homo_ha": -0.3223, "largest_force_ev_per_a": 4.99, "symbols": ["C", "N", "C", "C", "P", "H", "H", "H", "H", "H", "H", "H", "H"], "coordinates": [[2.1566, -0.5233, 0.4032], [0.9913, 0.7021, 0.2103], [-0.2116, 0.3165, 0.1958], [-1.2867, 1.3130, 0.3213], [-0.9486, -1.3831, 0.1011], [2.9347, 0.0423, 0.8859], [2.3909, -0.8505, -0.6354], [1.7641, -1.2619, 1.0295], [-0.8659, 2.2919, 0.1493], [-2.0772, 1.0502, -0.3063], [-1.5772, 1.1526, 1.2950], [-0.3508, -2.0287, -1.0453], [-2.1394, -0.7817, -0.4270]]}

---

{"formula": "C20H35AlBeBr2Cl3FN2O13S", "method": "the ωB97M-V functional and the def2-TZVPD basis", "charge": 2, "molar_mass_g_mol": 864.727, "e_homo_ha": -0.4159, "largest_force_ev_per_a": 2.63, "symbols": ["C", "C", "C", "N", "C", "O", "O", "C", "C", "C", "C", "S", "O", "O", "Cl", "H", "H", "H", "H", "H", "H", "H", "H", "H", "H", "H", "H", "C", "Cl", "Cl", "H", "H", "Be", "C", "C", "C", "O", "C", "O", "O", "H", "H", "H", "H", "H", "H", "Br", "C", "C", "O", "C", "O", "O", "H", "H", "H", "H", "C", "C", "C", "O", "H", "H", "H", "H", "H", "H", "H", "H", "F", "Al", "Br", "C", "N", "O", "O", "H", "H", "H"], "coordinates": [[-5.1739, 0.4043, 4.4249], [-5.7684, 1.0280, 3.5481], [-6.4547, 2.0799, 2.8059], [-7.5506, 2.6653, 3.5386], [-7.1358, 3.5647, 4.5506], [-6.6841, 3.1744, 5.5870], [-7.3731, 4.8437, 4.2224], [-6.4453, 5.8178, 4.7173], [-5.5315, 6.3428, 3.6219], [-4.3890, 5.4013, 3.2031], [-3.8136, 4.5546, 4.3484], [-2.0732, 4.3273, 4.0215], [-1.3657, 5.5594, 3.9182], [-1.9512, 3.4383, 2.9128], [-1.3010, 3.3592, 5.6825], [-4.5529, -0.1322, 5.1065], [-5.7461, 2.8137, 2.4119], [-6.8757, 1.5725, 1.9400], [-8.1521, 3.1614, 2.8900], [-7.0458, 6.6645, 5.0364], [-5.9078, 5.4961, 5.6022], [-6.1695, 6.4683, 2.7505], [-5.1799, 7.3260, 3.9150], [-3.5798, 6.0333, 2.8400], [-4.6637, 4.7951, 2.3478], [-3.9058, 5.0056, 5.3289], [-4.2283, 3.5527, 4.3131], [1.5033, 2.3953, 3.0825], [1.4392, 0.6259, 3.0257], [2.9958, 2.9667, 3.8384], [1.4546, 2.7798, 2.0712], [0.6571, 2.7496, 3.6559], [0.9950, 4.9625, 5.6831], [2.1358, -0.9620, 0.3110], [2.8890, -1.6619, -0.7882], [4.0769, -0.9101, -1.3410], [4.1872, -1.4374, -2.6944], [2.8954, -1.8050, -3.0303], [2.5988, -2.0955, -4.1580], [2.0928, -1.7910, -1.9894], [1.8648, 0.0512, 0.0147], [1.2099, -1.4937, 0.5234], [2.7321, -0.9146, 1.2182], [3.1705, -2.6704, -0.4659], [4.9922, -1.1037, -0.7604], [3.9309, 0.1686, -1.3937], [0.4567, -1.0819, -4.5181], [7.5291, -3.5419, 1.0537], [8.6737, -2.6988, 1.5735], [8.3059, -1.3738, 1.1215], [6.9971, -1.3278, 0.9480], [6.3544, -0.3424, 0.7238], [6.4376, -2.5765, 1.0257], [7.2833, -4.3836, 1.6926], [7.7047, -3.9067, 0.0393], [8.7332, -2.6879, 2.6603], [9.6371, -2.9914, 1.1685], [0.1542, -4.8992, -6.9035], [-1.3085, -4.5143, -6.7274], [-1.8171, -3.7113, -7.9156], [-1.4669, -3.7579, -5.5256], [0.7778, -4.0024, -6.9794], [0.5055, -5.4695, -6.0427], [0.3001, -5.4993, -7.8013], [-1.9123, -5.4133, -6.6077], [-1.2496, -2.7821, -8.0213], [-2.8622, -3.4387, -7.7722], [-1.7287, -4.2784, -8.8420], [-0.9389, -2.9573, -5.6115], [-9.0502, 0.9289, 4.2064], [6.2235, -2.0375, -1.5274], [-6.6249, -1.1735, 3.2543], [4.6451, -3.6864, -5.5742], [5.4122, -4.8767, -6.0386], [4.8506, -5.9482, -6.0096], [6.5488, -4.6765, -6.4067], [3.6569, -4.0112, -5.2775], [5.1886, -3.2579, -4.7368], [4.5926, -2.9861, -6.4019]]}

---

{"formula": "F2NO2S", "method": "the ωB97M-V functional and the def2-TZVPD basis", "charge": -1, "molar_mass_g_mol": 116.068, "e_homo_ha": -0.1357, "largest_force_ev_per_a": 3.08, "symbols": ["N", "O", "O", "F", "F", "S"], "coordinates": [[-0.3592, -0.3503, -0.8538], [0.2980, 1.8939, 0.9301], [1.6922, -0.1183, 1.1250], [-0.2355, -1.7168, -0.7505], [-1.8056, -0.2771, -1.1271], [0.3286, 0.4759, 1.1069]]}

---

{"formula": "C4H32N2O10", "method": "the ωB97M-V functional and the def2-TZVPD basis", "charge": 0, "smiles": "CNCCCN.O.O.O.O.O.O.O.O.O.O", "molar_mass_g_mol": 268.304, "e_homo_ha": -0.3496, "largest_force_ev_per_a": 8.68, "symbols": ["C", "N", "C", "C", "C", "N", "H", "H", "H", "H", "H", "H", "H", "H", "H", "H", "H", "H", "O", "H", "H", "O", "H", "H", "O", "H", "H", "O", "H", "H", "O", "H", "H", "O", "H", "H", "O", "H", "H", "O", "H", "H", "O", "H", "H", "O", "H", "H"], "coordinates": [[-1.2817, -0.9818, 1.6804], [0.1763, -0.6283, 1.5203], [0.3686, -0.5601, 0.0375], [1.8096, 0.1329, -0.3946], [1.9073, 1.5449, 0.0664], [0.7426, 2.3173, -0.2270], [-1.8127, -1.5931, 0.9158], [-2.0104, -0.0054, 1.6149], [-1.3109, -1.3284, 2.7085], [0.2398, 0.2473, 1.9878], [-0.4968, -0.0953, -0.4092], [0.6454, -1.5843, -0.1697], [2.7510, -0.3709, -0.1005], [2.0082, -0.0395, -1.4358], [2.2020, 1.4828, 1.1864], [2.7724, 2.1870, -0.1344], [-0.0679, 1.8842, 0.2029], [0.5738, 2.4198, -1.1940], [0.2257, 0.2046, -3.2082], [1.0967, 0.0781, -3.0420], [-0.1602, -0.8246, -2.9800], [-2.5234, 2.2907, 0.4021], [-2.7711, 3.0173, -0.1837], [-2.6231, 1.4704, 0.0434], [1.5702, -3.8187, 0.3824], [0.8349, -4.0266, 0.8222], [1.9702, -3.2139, 1.0306], [0.2464, -4.0086, -1.7852], [0.7035, -4.0041, -2.5263], [0.9746, -4.1546, -1.0950], [-1.6933, 2.9839, -3.0138], [-0.9869, 2.6707, -2.6629], [-2.0454, 2.3455, -3.5672], [-2.7993, 0.2393, -1.3932], [-3.0377, 0.4444, -2.3090], [-2.3229, -0.6034, -1.4974], [2.8712, -1.9068, 2.0610], [2.1726, -1.2456, 2.0885], [3.6102, -1.5646, 2.4016], [-1.1125, 3.8125, 2.2396], [-1.7828, 3.2523, 1.7865], [-0.3798, 3.5863, 1.7872], [-1.3776, -1.9203, -1.6476], [-1.2323, -2.3611, -0.7878], [-1.3975, -2.7382, -2.4499], [0.6253, 1.5538, 3.9528], [1.3846, 1.0113, 3.7221], [0.7428, 2.4008, 3.5738]]}

---

{"formula": "C10H13BrO2S", "method": "the ωB97M-V functional and the def2-TZVPD basis", "charge": 0, "molar_mass_g_mol": 277.183, "e_homo_ha": [-0.2597, -0.2598], "largest_force_ev_per_a": 4.33, "symbols": ["C", "C", "C", "C", "C", "C", "C", "C", "C", "C", "O", "O", "S", "Br", "H", "H", "H", "H", "H", "H", "H", "H", "H", "H", "H", "H", "H"], "coordinates": [[1.8100, 1.0496, -0.2478], [2.2943, -1.1181, 1.0061], [0.6494, 1.8340, -0.7619], [-0.7090, 1.2090, 1.0668], [0.6014, 0.6058, 1.7487], [-0.4997, 0.8463, -0.3800], [1.3536, -0.0940, 0.5779], [0.1586, -0.5648, -0.3247], [-0.7902, -1.7097, 0.2258], [0.5949, -1.0036, -1.7118], [2.9835, 1.6663, -0.1702], [5.3086, 2.4682, 0.0732], [4.3667, 1.4276, 0.4927], [3.7739, -1.5583, -0.0945], [0.5917, 2.7032, -0.1273], [0.7088, 1.9739, -1.8735], [-1.6314, 0.7527, 1.3898], [-0.8475, 2.3182, 1.0722], [1.2882, 1.3972, 2.1962], [0.4767, -0.0125, 2.6606], [-1.4852, 0.8621, -0.9251], [-1.8336, -1.5285, -0.1779], [-0.8186, -1.6874, 1.3276], [-0.5270, -2.7446, -0.0714], [1.1944, -1.9617, -1.7154], [1.1257, -0.1947, -2.1549], [-0.2096, -1.1206, -2.3656]]}

---

{"formula": "C2H8N4", "method": "the ωB97M-V functional and the def2-TZVPD basis", "charge": 0, "smiles": "C/C(=N\\N)NN", "molar_mass_g_mol": 88.114, "e_homo_ha": -0.3114, "largest_force_ev_per_a": 6.61, "symbols": ["C", "C", "N", "N", "N", "N", "H", "H", "H", "H", "H", "H", "H", "H"], "coordinates": [[1.3569, 0.5811, -0.0741], [0.1360, -0.1318, 0.1161], [-0.9567, 0.4384, 0.0934], [-0.8762, 1.9411, -0.2029], [0.1980, -1.5106, -0.0043], [-1.0765, -2.2246, -0.3238], [2.4264, -0.0286, -0.0352], [1.2352, 1.2828, -0.8974], [1.5529, 1.2689, 0.9337], [-0.1211, 2.1480, 0.6429], [-1.8026, 2.2790, 0.1328], [0.9052, -2.1650, -0.4877], [-1.5312, -1.3508, -0.6248], [-1.4465, -2.5281, 0.7313]]}